P) Entry from the OMol25 dataset: a cluster of 2 separate species, CH3O2S in total (ωB97M-V/def2-TZVPD).

Multiplicity   1
HOMO   -3.45 eV
LUMO level   4.08 eV
Charge   -1
HOMO-LUMO gap   7.53 eV

Geometry as XYZ:
```
7
CH3O2S, DFT ωB97M-V/def2-TZVPD
S -0.7395 -1.0898 1.9869
O 0.7461 0.9803 -2.3797
O 0.9605 -0.5000 -0.6757
C 0.4285 0.5661 -1.2687
H 0.4639 -0.6489 0.2253
H -0.5846 0.9102 -0.9318
H -1.2750 -0.2179 3.0437
```

=====

Q) Entry from the OMol25 dataset: a cluster of 2 separate species, CH3O2S in total (ωB97M-V/def2-TZVPD).

Multiplicity   1
HOMO   -3.35 eV
LUMO level   4.17 eV
Charge   -1
HOMO-LUMO gap   7.52 eV

Geometry as XYZ:
```
7
CH3O2S, DFT ωB97M-V/def2-TZVPD
S 0.3139 -0.6082 -1.9945
O -0.7477 0.8782 0.4795
O 0.3644 0.5676 2.4101
C -0.2303 0.1409 1.4542
H 0.1438 -1.8792 -1.5972
H -0.3040 0.6311 -0.4056
H -0.4477 -0.9399 1.3758
```

=====

Energy relative to the most stable one, in eV: P) 0.090; Q) 0.000

=====

P) Entry from the OMol25 dataset: a cluster of 2 separate species, C2H4S2 in total (ωB97M-V/def2-TZVPD).

Multiplicity   1
HOMO (spin up / spin down)   -9.85 / -7.98 eV
LUMO level (spin up / spin down)   -0.31 / -2.63 eV
Charge   0
HOMO-LUMO gap (spin up / spin down)   9.54 / 5.36 eV

Geometry as XYZ:
```
8
C2H4S2, DFT ωB97M-V/def2-TZVPD
S 0.6231 -1.2890 2.3926
S -1.7188 1.1503 -0.9572
C -0.0242 0.7249 -1.3864
C -0.7666 -0.2191 -0.5870
H -0.5403 -0.6812 0.4131
H 1.6217 -0.8673 1.7470
H 0.8505 1.0978 -0.8242
H 0.2527 0.6145 -2.3577
```

=====

Q) Entry from the OMol25 dataset: a structure of composition C2H4S2 (ωB97M-V/def2-TZVPD).

Multiplicity   1
HOMO   -8.70 eV
LUMO level   -0.19 eV
Charge   0
HOMO-LUMO gap   8.51 eV

Geometry as XYZ:
```
8
C2H4S2, DFT ωB97M-V/def2-TZVPD
S -2.3260 0.0139 0.4155
S -0.7268 1.2490 -1.5723
C 0.4432 -0.3561 0.3546
C -0.8159 0.2134 -0.1760
H -2.0439 1.3668 -1.3789
H 1.0624 0.4520 0.7485
H 1.0069 -0.8376 -0.4446
H 0.2398 -1.0722 1.1465
```

=====

R) Entry from the OMol25 dataset: the molecule C2H4S2 (ωB97M-V/def2-TZVPD).

Multiplicity   1
HOMO   -8.71 eV
LUMO level   -0.17 eV
Charge   0
HOMO-LUMO gap   8.54 eV

Geometry as XYZ:
```
8
C2H4S2, DFT ωB97M-V/def2-TZVPD
S 1.8176 0.9171 0.0776
S 0.4698 -1.7465 -0.1953
C -0.8852 0.5872 0.0647
C 0.4799 -0.0029 -0.0189
H -1.6448 -0.0937 -0.3130
H -1.1088 0.8121 1.1097
H -0.9167 1.5234 -0.4870
H 1.7881 -1.9968 -0.2378
```

=====

Energy relative to the most stable one, in eV: P) 4.149; Q) 0.232; R) 0.000

=====

P) Entry from the OMol25 dataset: a structure of composition C18H27N7ReS (ωB97M-V/def2-TZVPD).

Multiplicity   2
HOMO (spin up / spin down)   -13.81 / -13.94 eV
LUMO level (spin up / spin down)   -7.12 / -7.66 eV
Charge   +2
HOMO-LUMO gap (spin up / spin down)   6.69 / 6.28 eV

Geometry as XYZ:
```
54
C18H27N7ReS, DFT ωB97M-V/def2-TZVPD
Re 0.0955 0.0101 0.3066
S 0.6891 1.0560 2.1976
N 0.0393 0.5202 -1.8160
N 2.9889 0.8434 0.8023
N 1.1921 -3.9228 1.1983
N 2.0209 0.7094 -0.1737
N -0.1723 -3.5832 -0.6541
N 1.0135 -1.8012 0.2804
N 3.2218 1.2154 3.0512
C 1.7193 -3.3862 2.4526
C 0.6685 -3.1122 0.2735
C 2.4636 1.0244 1.9701
C -3.0996 -0.3824 -0.5174
C 2.3670 0.9414 -1.3950
C 3.7386 1.3260 -1.8188
C 1.4148 1.1817 -3.6716
C -1.7893 -0.6727 1.3620
C -1.0561 -4.7263 -0.4251
C 0.3204 1.1624 -4.5223
C -0.9077 0.8118 -4.0009
C -1.0065 0.4998 -2.6562
C -0.3018 -2.9550 -1.9645
C 1.5393 -5.3229 0.9314
C -2.3337 -1.3252 0.2551
C -1.9784 0.7315 1.1351
C 1.2507 0.8610 -2.3387
C -2.8773 0.8584 0.0011
H 1.1756 -2.4897 2.7403
H 1.9748 -1.6740 0.5853
H -0.7274 -5.6100 -0.9713
H 2.8086 1.4304 3.9422
H 0.4319 1.4176 -5.5676
H 4.2194 1.3175 2.9486
H -2.3312 -2.3965 0.1149
H 4.4512 1.1093 -1.0313
H -1.9505 0.2217 -2.2299
H -1.2308 -2.3875 -2.0428
H -1.8963 1.4884 1.9019
H -1.4748 -1.1415 2.2832
H 2.7862 -3.1620 2.3755
H -3.2768 1.7939 -0.3623
H 1.4796 -5.5338 -0.1311
H -1.1157 -4.9532 0.6351
H -1.7958 0.7752 -4.6158
H 2.5682 -5.4832 1.2518
H 0.8944 -6.0076 1.4810
H 4.0252 0.8004 -2.7289
H 0.5417 -2.2953 -2.1476
H -3.7178 -0.6309 -1.3677
H -2.0535 -4.4637 -0.7797
H 1.5867 -4.1366 3.2296
H 3.7741 2.3993 -2.0257
H -0.3095 -3.7370 -2.7234
H 2.3922 1.4583 -4.0371
```

=====

Q) Entry from the OMol25 dataset: a structure of composition C18H27N7ReS (ωB97M-V/def2-TZVPD).

Multiplicity   2
HOMO (spin up / spin down)   -14.22 / -14.35 eV
LUMO level (spin up / spin down)   -7.72 / -7.70 eV
Charge   +2
HOMO-LUMO gap (spin up / spin down)   6.50 / 6.65 eV

Geometry as XYZ:
```
54
C18H27N7ReS, DFT ωB97M-V/def2-TZVPD
Re 0.3988 0.4100 1.0715
S 1.9583 -0.7734 2.3543
N 2.1221 0.2148 -2.1161
N 1.2899 -2.9281 3.7234
N 0.6002 -0.7477 -0.6294
N -0.8821 -1.0521 1.7843
N -0.4793 -2.0584 2.6231
N 0.5869 -1.3537 -2.8780
N -1.4710 0.9836 0.2042
C -0.0695 2.1874 2.3742
C -3.1265 -2.0449 1.7637
C 2.9100 0.7438 -1.0105
C -2.4631 0.1102 0.5001
C 1.1089 -0.6249 -1.8778
C -2.1117 -1.0298 1.3742
C 0.5601 1.9584 3.6402
C 0.7947 -1.9897 2.9181
C 1.9219 2.1981 3.5354
C 2.2893 0.9120 -3.4005
C -3.7454 0.3065 0.0271
C -1.7448 2.0676 -0.5399
C -3.0089 2.3231 -1.0323
C 2.1973 2.5285 2.2081
C -0.7513 -1.9305 -2.7658
C -4.0240 1.4246 -0.7455
C 1.4278 -1.9774 -3.9136
C 0.9887 2.5600 1.4579
H 0.6769 -3.6272 4.1120
H 1.4162 0.7683 -4.0273
H 2.4612 -1.6761 -3.8093
H -2.6591 -2.8648 2.2948
H 2.6496 2.0714 4.3243
H 2.3927 1.5670 -0.5080
H 3.1438 -0.0403 -0.2967
H -4.5230 -0.4035 0.2718
H -1.0979 2.5045 2.2818
H 3.1771 0.5694 -3.9292
H 1.3784 -3.0604 -3.8001
H -3.1884 3.2114 -1.6226
H 0.0307 -1.5823 -0.5559
H 2.2495 -2.9001 4.0220
H -3.8759 -1.5876 2.4169
H 2.3995 1.9775 -3.1995
H -1.4152 -1.2548 -2.2301
H 3.1802 2.7302 1.8000
H -0.9195 2.7381 -0.7340
H -5.0286 1.5946 -1.1131
H 0.8469 3.1915 0.5913
H 3.8464 1.1336 -1.4050
H -1.1488 -2.0664 -3.7691
H 0.0429 1.6369 4.5350
H -0.7377 -2.9080 -2.2758
H -3.6462 -2.4270 0.8831
H 1.0714 -1.7137 -4.9081
```

=====

Energy relative to the most stable one, in eV: P) 0.000; Q) 0.240

=====

P) Entry from the OMol25 dataset: a cluster of 2 separate species, C4H12N2O2 in total (ωB97M-V/def2-TZVPD).

Multiplicity   1
HOMO   -8.87 eV
LUMO level   0.83 eV
Charge   0
HOMO-LUMO gap   9.70 eV

Geometry as XYZ:
```
20
C4H12N2O2, DFT ωB97M-V/def2-TZVPD
O 4.0571 1.8776 3.5933
O 0.4196 -0.8215 1.0789
N 0.3382 -1.5274 -1.0668
N -0.8041 1.4844 0.8238
C -0.0447 -1.2254 -2.4680
C 0.0528 -0.6500 -0.0704
C -2.3723 -0.1120 -0.1430
C -1.0130 0.5152 -0.2319
H -2.4227 -1.1456 0.2291
H -2.9795 -0.2152 -1.0460
H -0.6779 -0.3616 -2.5100
H 0.7047 -2.4661 -0.9649
H 4.6549 1.4528 4.2247
H -0.4365 -2.1836 -2.8421
H 4.3017 1.4793 2.7521
H -3.0224 0.4980 0.4706
H -0.3681 2.3767 0.6887
H -0.8475 1.1039 -1.1545
H 0.9136 -1.0857 -3.0068
H -0.4539 1.0063 1.6433
```

=====

Q) Entry from the OMol25 dataset: a cluster of 2 separate species, C4H12N2O2 in total (ωB97M-V/def2-TZVPD).

Multiplicity   1
HOMO (spin up / spin down)   -6.63 / -6.99 eV
LUMO level (spin up / spin down)   0.10 / 0.23 eV
Charge   0
HOMO-LUMO gap (spin up / spin down)   6.73 / 7.22 eV

Geometry as XYZ:
```
20
C4H12N2O2, DFT ωB97M-V/def2-TZVPD
O 1.1694 -0.0606 -2.4172
O -0.2170 -1.4913 1.6417
N 0.8906 -0.2125 -1.0217
N -0.7971 -1.7327 0.3305
C 2.0888 -0.0207 -0.2125
C -1.8274 -0.6911 0.0864
C -1.0523 0.5128 -0.2735
C -0.5769 1.4175 0.7964
H 2.9197 -0.6149 -0.6028
H -1.4473 1.9164 1.2444
H -1.1245 0.9050 -1.2798
H -0.1184 0.8298 1.5971
H 0.4696 -1.1503 -0.8454
H 1.0866 0.8892 -2.5782
H 1.8470 -0.3488 0.7980
H -2.4378 -1.0487 -0.7449
H -2.4820 -0.5219 0.9587
H 0.1168 2.1806 0.4422
H 2.3750 1.0336 -0.1999
H -0.8828 -1.7915 2.2807
```

=====

R) Entry from the OMol25 dataset: a cluster of 2 separate species, C4H12N2O2 in total (ωB97M-V/def2-TZVPD).

Multiplicity   1
HOMO   -9.09 eV
LUMO level   0.68 eV
Charge   0
HOMO-LUMO gap   9.78 eV

Geometry as XYZ:
```
20
C4H12N2O2, DFT ωB97M-V/def2-TZVPD
O 1.0437 -0.5022 1.1376
O 2.7598 0.3621 3.2197
N 1.6477 -0.5514 -1.0514
N -1.5662 1.1961 0.6300
C -0.5232 -1.4147 -0.4241
C 0.8113 -0.8388 -0.0047
C -1.3529 -0.4123 -1.2419
C -1.2702 1.0475 -0.7925
H -1.2013 -0.4536 -2.3274
H 1.4092 -0.6894 -2.0161
H -2.3896 -0.7432 -1.0952
H -0.3477 1.5331 -1.1376
H 2.4819 1.1194 2.6865
H -1.0461 -1.5818 0.5326
H -0.8097 0.8707 1.2121
H -1.9770 2.0695 0.9036
H 2.3417 -0.4610 2.9054
H -1.9327 1.7127 -1.3564
H 2.3700 0.1289 -0.8695
H -0.4490 -2.3916 -0.9107
```

=====

S) Entry from the OMol25 dataset: a structure of composition C4H12N2O2 (ωB97M-V/def2-TZVPD).

Multiplicity   1
HOMO (spin up / spin down)   -8.42 / -8.42 eV
LUMO level (spin up / spin down)   -0.13 / -0.13 eV
Charge   0
HOMO-LUMO gap (spin up / spin down)   8.29 / 8.29 eV

Geometry as XYZ:
```
20
C4H12N2O2, DFT ωB97M-V/def2-TZVPD
O -1.8117 -0.4782 -0.0998
O 1.6040 1.5272 2.3519
N 0.0035 0.0206 1.5179
N -0.3784 -1.5508 -1.2437
C -0.5642 -0.6768 -2.3819
C 0.0017 2.3338 0.8289
C 0.7992 -1.4512 -0.6089
C 0.4968 1.3380 1.5596
H 0.1227 -0.4919 2.3867
H 2.1063 0.7053 2.4024
H -0.1282 -1.1978 -3.2418
H 0.4729 3.3038 0.8440
H -2.3299 -1.2827 0.0182
H 1.1402 -2.3798 -0.1498
H -1.6251 -0.5208 -2.5570
H -0.9099 2.1917 0.2701
H 1.5815 -0.8212 -1.0503
H -1.0352 -0.1559 0.9143
H 0.5247 -0.7098 0.5153
H -0.0710 0.2966 -2.2761
```

=====

Energy relative to the most stable one, in eV: P) 0.889; Q) 7.377; R) 0.000; S) 5.009

=====

P) Entry from the OMol25 dataset: a cluster of 3 separate species, C4H12N2O2 in total (ωB97M-V/def2-TZVPD).

Multiplicity   1
HOMO (spin up / spin down)   -7.66 / -7.66 eV
LUMO level (spin up / spin down)   -0.91 / -0.91 eV
Charge   0
HOMO-LUMO gap (spin up / spin down)   6.75 / 6.75 eV

Geometry as XYZ:
```
20
C4H12N2O2, DFT ωB97M-V/def2-TZVPD
O -0.9599 -1.4062 0.1468
O 2.4051 -1.0117 0.5442
N -1.5721 -1.2788 -1.1020
N 1.8143 -0.5126 -1.5870
C 0.0422 0.5383 2.0696
C 0.0761 1.0356 0.6822
C 1.5363 -0.7621 -0.2718
C -1.1010 1.4489 -0.0787
H -1.9837 1.5107 0.5616
H -0.9280 -1.5717 -1.8396
H 1.0837 -0.2901 -2.2401
H 0.8121 -0.2258 2.2223
H -0.9315 2.3889 -0.6102
H 0.2770 -0.9672 -0.0229
H 0.3091 1.3699 2.7399
H 2.7638 -0.5877 -1.9278
H -2.3528 -1.9319 -1.1369
H 1.0299 1.4319 0.3542
H -1.3879 0.6816 -0.8422
H -0.9326 0.1403 2.3385
```

=====

Q) Entry from the OMol25 dataset: a cluster of 2 separate species, C4H12N2O2 in total (ωB97M-V/def2-TZVPD).

Multiplicity   1
HOMO   -8.35 eV
LUMO level   0.95 eV
Charge   0
HOMO-LUMO gap   9.30 eV

Geometry as XYZ:
```
20
C4H12N2O2, DFT ωB97M-V/def2-TZVPD
O 2.3141 0.5610 0.7627
O -0.2390 -1.4702 2.1258
N -1.0339 0.1544 0.2142
N 1.3948 1.2724 -2.1867
C -0.4596 0.2413 -1.0929
C -1.8791 -0.9595 0.4998
C -1.2069 -1.8603 1.4926
C 0.2165 1.6060 -1.3633
H 1.1717 0.9774 -3.1732
H -2.1607 -1.3826 -0.3880
H 2.6312 1.0378 -0.0631
H -3.0437 -0.7304 0.8715
H 0.6737 1.9246 -0.4080
H -0.3335 0.1875 0.9880
H 1.7828 2.1826 -2.3091
H 2.9574 -0.0709 0.9135
H -0.3539 2.5032 -1.6876
H -1.1373 -0.1147 -1.9315
H 0.3616 -0.5545 -1.1238
H -1.7021 -2.8382 1.7937
```

=====

R) Entry from the OMol25 dataset: a structure of composition C4H12N2O2 (ωB97M-V/def2-TZVPD).

Multiplicity   1
HOMO   -6.89 eV
LUMO level   0.78 eV
Charge   0
HOMO-LUMO gap   7.68 eV

Geometry as XYZ:
```
20
C4H12N2O2, DFT ωB97M-V/def2-TZVPD
O 1.6008 1.9611 1.2650
O 2.8502 0.8122 -0.2966
N 1.1312 -1.2538 0.7617
N -1.7682 -0.8418 0.0690
C 0.4548 -0.4935 -0.1532
C -0.4193 0.5587 0.1679
C 1.6215 1.4123 -0.0294
C -2.6985 -0.8539 -1.0335
H 2.4385 2.4281 1.4078
H 1.2778 -2.2203 0.5154
H -0.8171 1.1614 -0.6326
H -2.9091 -1.8585 -1.4351
H -0.5134 0.8987 1.1877
H 0.5877 -0.7757 -1.1886
H -2.2832 -0.2786 -1.8722
H 1.4465 2.1537 -0.8135
H 2.8883 0.0015 0.2395
H -3.6695 -0.3901 -0.7941
H -2.1104 -1.3140 0.9026
H 0.8914 -1.1074 1.7323
```

=====

Energy relative to the most stable one, in eV: P) 3.302; Q) 0.000; R) 3.186

=====

P) Entry from the OMol25 dataset: a cluster of 2 separate species, C4H12N2O2 in total (ωB97M-V/def2-TZVPD).

Multiplicity   1
HOMO   -8.98 eV
LUMO level   0.69 eV
Charge   0
HOMO-LUMO gap   9.67 eV

Geometry as XYZ:
```
20
C4H12N2O2, DFT ωB97M-V/def2-TZVPD
O -0.1647 3.3383 0.4249
O -1.9449 -2.3564 0.0269
N -1.4034 0.3511 -0.1214
N 1.1188 -1.4822 -0.4680
C 1.3444 -0.5713 0.6610
C -0.6758 2.5892 -0.3615
C 1.0338 0.9115 0.3742
C -0.2476 1.1379 -0.5364
H 1.8822 1.4246 -0.0735
H 2.4209 -0.6340 0.7845
H -1.4695 2.9112 -1.0642
H 1.8233 -2.1861 -0.5632
H -1.6354 0.5273 0.8545
H -1.7903 -2.9379 -0.7014
H 0.7979 -0.8015 1.5781
H 0.7618 -1.0761 -1.3042
H -1.2019 -0.6562 -0.0651
H 0.7511 1.4230 1.2893
H -1.4698 -2.6956 0.7829
H 0.0691 0.7833 -1.5174
```

=====

Q) Entry from the OMol25 dataset: a structure of composition C4H12N2O2 (ωB97M-V/def2-TZVPD).

Multiplicity   1
HOMO   -8.24 eV
LUMO level   0.22 eV
Charge   0
HOMO-LUMO gap   8.46 eV

Geometry as XYZ:
```
20
C4H12N2O2, DFT ωB97M-V/def2-TZVPD
O -1.9097 1.4699 0.9823
O -0.1657 1.2342 -0.8969
N -0.3574 -1.0967 -1.1093
N -1.7635 -1.0544 -1.1596
C 1.7569 0.0011 -1.4301
C 0.3997 0.0251 -0.7601
C 0.9254 -0.2886 1.1599
C -1.3334 0.9838 1.9538
H -1.7480 0.1266 2.4957
H 2.2863 -0.9228 -1.2103
H 0.5675 -0.3871 2.1824
H 2.3494 0.8411 -1.0758
H -2.0519 -0.5753 -2.0066
H 1.2720 -1.3039 0.9675
H 1.7866 0.3723 1.2303
H -0.0773 -1.9502 -0.6442
H -0.9383 1.3911 -0.2625
H 1.6263 0.1048 -2.5095
H -2.0962 -0.4998 -0.3690
H -0.5288 1.5289 2.4620
```

=====

Energy relative to the most stable one, in eV: P) 0.000; Q) 2.656